C35H62Br24HgN3O3 as an isolated structure, computed with ωB97M-V with the def2-TZVPD basis set.

Summary:
**Orbital gap**: 4.10 eV
**Total charge**: -1
**LUMO**: 0.73 eV
**Total energy**: -1733099.9874 eV
**Energy above the lowest of the compared OMol25 structures with the same formula, charge and spin**: 0.0000 eV
**HOMO level**: -0.124 Ha

Each line ends with the Löwdin charge.
Atoms and positions in Å:
1 Hg -0.567 -1.680 -0.219  1.256
2 C -3.890 -4.850 -1.535  -0.025
3 C -3.143 -3.564 -1.174  -0.504
4 C -4.118 -2.651 -0.446  -0.199
5 C -4.469 -2.972 1.015  -0.184
6 C -3.205 -3.141 1.824  -0.147
7 C -2.168 -4.106 1.136  -0.497
8 N -1.969 -3.641 -0.259  -0.260
9 O -0.887 -4.328 -0.843  -0.302
10 C -2.603 -5.572 1.215  -0.031
11 C -0.892 -3.844 1.952  -0.069
12 C -2.706 -2.762 -2.414  -0.065
13 H -3.140 -5.635 -1.669  0.078
14 H -4.449 -4.712 -2.460  0.082
15 H -4.539 -5.221 -0.744  0.068
16 H -5.076 -2.651 -0.983  0.091
17 H -3.840 -1.592 -0.486  0.074
18 H -5.069 -3.887 1.069  0.100
19 H -5.132 -2.233 1.473  0.045
20 H -3.417 -3.648 2.775  0.114
21 H -2.698 -2.242 2.175  0.096
22 H -2.227 -6.143 0.367  0.074
23 H -3.683 -5.636 1.346  0.067
24 H -2.143 -6.086 2.064  0.076
25 H -0.096 -4.415 1.466  0.084
26 H -0.909 -4.096 3.016  0.085
27 H -0.579 -2.794 2.006  0.034
28 H -2.177 -1.820 -2.281  0.034
29 H -3.576 -2.494 -3.022  0.010
30 H -2.135 -3.481 -3.007  0.084
31 C 1.654 -0.527 -2.573  -0.059
32 C 2.185 -1.980 -2.770  -0.489
33 C 3.358 -1.896 -3.759  -0.137
34 C 4.719 -1.568 -3.163  -0.206
35 C 4.992 -2.354 -1.901  -0.155
36 C 3.862 -2.204 -0.840  -0.501
37 N 2.617 -2.592 -1.495  -0.149
38 O 1.588 -2.717 -0.562  -0.272
39 C 3.908 -0.795 -0.222  -0.020
40 C 4.249 -3.219 0.266  -0.051
41 C 1.131 -2.917 -3.383  -0.019
42 H 1.087 -0.422 -1.647  0.016
43 H 1.035 -0.310 -3.447  0.070
44 H 2.456 0.202 -2.447  0.074
45 H 3.127 -1.060 -4.423  0.081
46 H 3.413 -2.841 -4.301  0.116
47 H 4.949 -0.519 -2.932  0.100
48 H 5.534 -1.737 -3.877  0.105
49 H 5.993 -2.216 -1.488  0.115
50 H 4.959 -3.395 -2.245  0.117
51 H 4.798 -0.618 0.381  0.083
52 H 2.993 -0.580 0.331  0.045
53 H 3.944 -0.128 -1.087  0.056
54 H 5.245 -2.939 0.620  0.072
55 H 4.348 -4.253 -0.074  0.081
56 H 3.537 -3.262 1.090  0.031
57 H 0.848 -2.441 -4.336  0.079
58 H 0.154 -2.805 -2.909  0.045
59 H 1.550 -3.905 -3.538  0.094
60 C 0.761 0.019 2.181  -0.057
61 C 0.192 1.235 1.443  -0.500
62 C 1.392 1.945 0.797  -0.129
63 C 1.050 3.006 -0.205  -0.179
64 C 0.183 2.342 -1.243  -0.186
65 C -1.066 1.635 -0.753  -0.490
66 N -0.718 0.752 0.381  -0.227
67 O -1.816 -0.036 0.876  -0.318
68 C -1.572 0.835 -1.947  -0.084
69 C -2.127 2.673 -0.336  -0.020
70 C -0.491 2.176 2.427  -0.072
71 H 0.003 -0.621 2.640  0.071
72 H 1.345 0.291 3.061  0.067
73 H 1.387 -0.599 1.533  0.047
74 H 1.948 1.150 0.293  0.098
75 H 2.007 2.382 1.591  0.118
76 H 1.964 3.397 -0.669  0.111
77 H 0.642 3.942 0.185  0.090
78 H 0.857 1.662 -1.771  0.081
79 H -0.104 3.032 -2.042  0.059
80 H -1.643 1.412 -2.877  0.034
81 H -2.591 0.464 -1.807  0.071
82 H -0.942 0.036 -2.352  0.041
83 H -1.765 3.695 -0.208  0.080
84 H -2.596 2.391 0.609  0.036
85 H -2.937 2.649 -1.069  0.079
86 H -1.439 1.765 2.770  0.014
87 H -0.766 3.116 1.933  0.052
88 H 0.131 2.524 3.251  0.057
89 C 1.491 4.919 5.416  -1.590
90 Br 0.219 4.610 6.863  0.549
91 Br 2.599 3.393 5.074  0.558
92 Br 2.601 6.501 5.792  0.514
93 H 0.956 5.102 4.493  -0.129
94 C -5.347 0.928 1.125  -1.508
95 Br -5.800 0.229 2.897  0.561
96 Br -5.727 2.843 1.165  0.498
97 Br -6.308 0.072 -0.350  0.610
98 H -4.259 0.898 1.066  -0.052
99 C 1.907 2.797 -5.948  -1.561
100 Br 1.760 4.113 -7.367  0.549
101 Br 1.985 0.971 -6.670  0.551
102 Br 0.423 2.966 -4.720  0.609
103 H 2.810 2.966 -5.377  -0.024
104 C -4.578 3.259 5.338  -1.492
105 Br -6.342 3.986 4.823  0.511
106 Br -3.687 4.283 6.801  0.499
107 Br -3.461 3.219 3.740  0.586
108 H -4.734 2.252 5.702  -0.029
109 C 4.554 -1.614 5.050  -1.541
110 Br 3.227 -2.657 4.049  0.586
111 Br 4.595 0.215 4.377  0.511
112 Br 6.337 -2.429 4.891  0.522
113 H 4.357 -1.650 6.113  -0.029
114 C 4.842 5.260 2.292  -1.548
115 Br 5.218 5.493 0.377  0.511
116 Br 5.464 6.811 3.311  0.521
117 Br 5.604 3.605 3.007  0.520
118 H 3.760 5.210 2.326  -0.050
119 C -3.962 0.158 -5.902  -1.564
120 Br -4.367 -1.038 -7.370  0.545
121 Br -2.029 0.448 -5.679  0.563
122 Br -4.889 -0.494 -4.328  0.607
123 H -4.441 1.070 -6.230  -0.036
124 C 0.951 8.024 1.646  -1.524
125 Br 2.199 7.390 0.298  0.559
126 Br 1.861 9.249 2.869  0.537
127 Br -0.065 6.580 2.560  0.604
128 H 0.254 8.694 1.162  -0.039

A 5-piece molecular cluster, C35H62F3N7O8S overall, computed with ωB97M-V with the def2-TZVPD basis set.

Summary:
**SMILES**: CCCCCCCC[C@]1(CCC)[C@@H](N=C=O)OC(=O)[C@]1(CCSc1nnco1)CCC(F)(F)F.CN(C)C=O.CN(C)C=O.CN(C)C=O.CN(C)C=O
**Orbital gap**: 9.33 eV
**Total charge**: 0
**LUMO**: 0.47 eV
**Total energy**: -83095.2060 eV
**HOMO level**: -0.326 Ha

Each line ends with the Löwdin charge.
Atoms and positions in Å:
1 C 3.165 0.466 1.112  -0.129
2 C 3.115 1.658 0.040  -0.237
3 C 2.024 2.713 0.467  -0.220
4 C 1.738 3.833 -0.610  -0.196
5 C 0.651 3.401 -1.706  -0.195
6 C -0.778 4.050 -1.442  -0.190
7 C -1.986 3.191 -2.075  -0.162
8 C -3.143 2.843 -1.053  -0.136
9 C -2.958 1.578 -0.126  -0.255
10 C -4.214 1.760 0.873  -0.117
11 C -3.830 2.529 2.220  -0.205
12 C -5.045 3.536 2.519  -0.116
13 C -1.509 1.517 0.533  -0.211
14 N -1.335 0.729 1.804  0.176
15 C -0.835 1.418 2.705  -0.311
16 O -0.517 2.233 3.474  0.196
17 O -0.690 0.758 -0.396  0.009
18 C -1.415 0.030 -1.374  -0.388
19 O -1.017 -0.473 -2.376  0.136
20 C -2.904 0.119 -0.785  -0.230
21 C -3.191 -1.135 0.133  -0.153
22 C -1.976 -2.124 0.350  -0.428
23 S -1.714 -3.321 -1.046  0.959
24 C 0.060 -3.473 -1.373  -0.561
25 N 0.773 -4.614 -1.593  -0.019
26 N 2.102 -4.384 -1.799  0.029
27 C 2.184 -3.014 -1.720  -0.147
28 O 0.983 -2.408 -1.462  -0.030
29 C -3.770 0.259 -2.117  -0.091
30 C -4.196 -1.103 -2.811  -0.049
31 C -5.774 -1.270 -2.742  -0.485
32 F -6.466 -0.205 -3.263  0.109
33 F -6.207 -1.570 -1.442  0.070
34 F -6.069 -2.425 -3.480  0.062
35 H 3.778 0.751 2.038  0.069
36 H 2.114 0.241 1.467  0.065
37 H 3.648 -0.465 0.703  0.059
38 H 2.958 1.204 -0.976  0.103
39 H 4.149 2.118 0.070  0.110
40 H 2.445 3.244 1.382  0.120
41 H 1.085 2.206 0.816  0.071
42 H 2.708 3.978 -1.185  0.107
43 H 1.497 4.846 -0.171  0.108
44 H 0.633 2.295 -1.893  0.100
45 H 1.023 3.871 -2.671  0.111
46 H -0.965 4.293 -0.348  0.100
47 H -0.748 5.064 -1.951  0.110
48 H -2.451 3.904 -2.831  0.116
49 H -1.594 2.336 -2.689  0.103
50 H -4.124 2.863 -1.620  0.119
51 H -3.220 3.735 -0.349  0.135
52 H -4.943 2.450 0.347  0.077
53 H -4.781 0.805 1.043  0.116
54 H -3.708 1.848 3.104  0.108
55 H -2.936 3.210 2.064  0.109
56 H -5.312 4.124 1.590  0.053
57 H -4.752 4.306 3.287  0.076
58 H -5.955 2.932 2.818  0.074
59 H -1.068 2.522 0.814  0.142
60 H -4.060 -1.774 -0.224  0.112
61 H -3.497 -0.813 1.177  0.117
62 H -2.264 -2.775 1.236  0.088
63 H -1.022 -1.615 0.690  0.091
64 H 3.185 -2.538 -1.839  0.140
65 H -4.734 0.780 -1.817  0.126
66 H -3.248 0.879 -2.900  0.126
67 H -3.962 -1.037 -3.916  0.142
68 H -3.782 -2.033 -2.346  0.080
69 C 1.033 -3.450 -5.336  -0.057
70 N 1.502 -2.142 -5.749  -0.200
71 C 2.359 -2.038 -6.915  -0.048
72 C 1.165 -1.010 -5.079  -0.346
73 O 1.525 0.114 -5.374  0.010
74 H 1.893 -4.086 -5.109  0.088
75 H 0.456 -3.899 -6.149  0.089
76 H 0.402 -3.376 -4.450  0.074
77 H 3.309 -1.583 -6.624  0.091
78 H 1.880 -1.397 -7.658  0.091
79 H 2.541 -3.023 -7.343  0.085
80 H 0.513 -1.201 -4.213  0.111
81 C -9.869 3.925 0.848  -0.054
82 N -8.717 4.285 0.045  -0.194
83 C -8.888 5.224 -1.049  -0.039
84 C -7.487 3.775 0.282  -0.343
85 O -6.482 4.038 -0.356  -0.007
86 H -10.627 3.471 0.205  0.091
87 H -10.279 4.825 1.312  0.091
88 H -9.593 3.216 1.628  0.086
89 H -8.591 4.745 -1.984  0.094
90 H -8.245 6.091 -0.882  0.094
91 H -9.926 5.546 -1.116  0.087
92 H -7.466 3.075 1.132  0.122
93 C 5.695 -3.719 3.975  -0.061
94 N 5.162 -2.400 3.686  -0.193
95 C 3.735 -2.246 3.479  -0.040
96 C 5.956 -1.304 3.605  -0.339
97 O 5.577 -0.169 3.365  -0.007
98 H 5.459 -4.389 3.145  0.095
99 H 5.234 -4.098 4.891  0.094
100 H 6.770 -3.684 4.106  0.043
101 H 3.563 -1.836 2.482  0.062
102 H 3.340 -1.546 4.219  0.096
103 H 3.228 -3.206 3.574  0.088
104 H 7.020 -1.531 3.782  0.130
105 C 11.633 -4.431 3.775  -0.059
106 N 10.344 -4.955 4.180  -0.201
107 C 10.253 -5.735 5.402  -0.041
108 C 9.219 -4.741 3.457  -0.329
109 O 8.109 -5.154 3.744  -0.008
110 H 12.328 -5.261 3.630  0.090
111 H 12.014 -3.771 4.558  0.090
112 H 11.550 -3.869 2.845  0.084
113 H 9.870 -6.730 5.165  0.094
114 H 9.558 -5.248 6.088  0.094
115 H 11.232 -5.821 5.871  0.087
116 H 9.396 -4.139 2.550  0.138